DFT (the ωB97M-V functional and the def2-TZVPD basis) results for a structure of composition CCl3NSi.

The HOMO energy is -10.50 eV. For the energy, the calculation gives -1763.002321 Ha.

Structure (XYZ):
```
6
Properties=species:S:1:pos:R:3:forces:R:3
C -1.47027 0.03113 -0.05405 5.708 -1.136 2.100
N -2.50897 0.23053 -0.40473 -4.666 0.881 -1.404
Si 0.36555 -0.33499 0.13746 -0.117 4.438 -0.225
Cl 1.70099 2.04460 0.41047 -1.713 -2.727 -0.134
Cl 0.85599 -0.61907 -1.72179 0.644 -0.714 -1.071
Cl 1.05671 -1.35221 1.63264 0.143 -0.742 0.735
```
Positions in Å, forces in eV/Å.

---

DFT (the ωB97M-V functional and the def2-TZVPD basis) results for a cluster of 2 separate species, C30H28NO2 in total.

The HOMO energy is -10.22 eV. As for the total charge: +1. For the energy, the calculation gives -1364.964040 Ha.

Structure (XYZ):
```
61
Properties=species:S:1:pos:R:3:forces:R:3
C -4.15610 -2.46526 3.77053 0.403 0.129 -0.029
C -4.31194 -1.07103 3.78228 0.474 -0.048 -0.081
C -3.19120 -0.24029 3.67149 0.201 -0.325 0.042
C -1.88933 -0.77308 3.53685 -0.659 -0.572 -0.036
C -0.70452 0.10734 3.36862 -0.486 1.845 -0.270
C -0.78748 1.43087 3.06300 -0.117 -1.180 0.425
N 0.53566 -0.50776 3.53723 1.120 -0.249 -0.261
C 1.71241 -0.10558 2.93502 -0.042 0.215 -0.326
C 2.92363 -0.97261 3.17992 0.283 -0.306 -0.078
C 4.17178 -0.47231 2.77090 0.086 -0.185 0.113
C 5.33514 -1.23100 2.93210 -0.387 -0.180 0.127
C 5.26210 -2.51320 3.49830 -0.314 0.281 -0.049
C 4.02064 -3.02784 3.89228 -0.092 0.277 -0.124
C 2.85612 -2.26592 3.72213 0.378 0.136 -0.017
O 1.79274 0.87943 2.20257 -0.035 -0.756 0.432
C -1.75681 -2.17619 3.51400 -0.271 0.227 0.057
C -2.87146 -3.01334 3.64321 -0.201 0.378 -0.015
H -5.02770 -3.11585 3.85756 0.280 0.189 -0.003
H -5.30628 -0.62694 3.87767 0.365 -0.170 -0.015
H -3.30817 0.84259 3.68976 -0.125 -0.331 0.076
H 0.10667 2.03613 2.94685 -0.423 -0.143 0.078
H -1.77138 1.88182 2.98867 0.271 -0.003 -0.209
H 0.57816 -1.32684 4.12830 -0.036 0.304 -0.124
H 4.22683 0.51937 2.32062 -0.111 -0.278 0.182
H 6.29480 -0.81687 2.61567 -0.305 -0.176 0.120
H 6.16839 -3.10508 3.62869 -0.264 0.149 -0.023
H 3.94647 -4.02398 4.33312 0.068 0.310 -0.175
H 1.89756 -2.70275 4.00655 0.300 0.030 -0.026
H -0.77729 -2.63421 3.36810 -0.278 0.087 0.036
H -2.72565 -4.09518 3.63460 -0.112 0.329 -0.010
C -1.47730 -4.20452 -4.56939 0.138 -0.033 0.048
O -0.68395 -3.90059 -3.39575 0.150 1.628 0.009
C -0.38349 -2.60030 -3.14863 -0.387 -0.612 -0.006
C 0.20745 -2.30278 -1.89053 -0.139 -0.210 -0.306
C 0.44477 -0.99821 -1.54591 0.114 0.108 -0.128
C 0.13427 0.09111 -2.42821 0.168 -0.150 0.046
C 0.37885 1.40234 -1.96316 -0.106 -0.495 -0.547
C 0.01089 2.63471 -2.55957 -0.314 0.972 -0.208
C 0.65895 3.82565 -2.09945 -0.153 -0.305 0.065
C 0.38087 5.06196 -2.65316 0.085 -0.147 0.057
C -0.55231 5.18486 -3.69531 0.173 -0.109 0.278
C -0.82199 6.52513 -4.30144 -0.097 0.151 -0.227
C -1.23891 4.04199 -4.12883 -0.005 -0.346 0.058
C -0.99340 2.79783 -3.56382 0.246 0.147 0.007
C -0.35619 -0.24854 -3.72716 -0.239 -0.347 -0.039
C -0.64622 -1.55504 -4.07066 -0.029 0.040 0.084
H -1.59772 -5.28641 -4.51425 -0.076 0.211 -0.174
H -2.45734 -3.70233 -4.53332 0.364 -0.176 0.131
H -0.95414 -3.92093 -5.49581 -0.076 -0.182 0.365
H 0.43728 -3.13333 -1.22410 -0.064 0.267 -0.131
H 0.88706 -0.75936 -0.57873 -0.151 -0.092 -0.131
H 0.95388 1.47044 -1.03900 -0.112 0.009 -0.041
H 1.38934 3.73256 -1.29299 -0.173 0.082 -0.231
H 0.88100 5.96367 -2.28839 -0.098 -0.393 -0.090
H -1.40990 6.42257 -5.21644 0.081 0.081 0.103
H -1.37950 7.17519 -3.61603 0.074 -0.189 -0.020
H 0.11087 7.04767 -4.53965 -0.123 -0.136 0.043
H -1.98208 4.15066 -4.92353 0.192 -0.123 0.337
H -1.59354 1.94691 -3.87942 0.086 0.341 0.157
H -0.50440 0.51310 -4.48869 0.146 -0.203 0.248
H -1.08688 -1.79046 -5.04521 0.353 0.226 0.426
```
Positions in Å, forces in eV/Å.

---

DFT (the ωB97M-V functional and the def2-TZVPD basis) results for a structure of composition C25H26Br2N4O4Rh.

The HOMO energy is -10.83 eV. As for the total charge: +1. For the energy, the calculation gives -6746.566043 Ha.

Structure (XYZ):
```
62
Properties=species:S:1:pos:R:3:forces:R:3
Rh -0.42460 1.66014 -0.53484 0.473 0.300 0.035
O -0.14945 2.05520 4.84016 0.064 0.017 0.032
C -0.04332 0.73409 4.62183 -0.048 -0.050 -0.053
C 0.00238 -0.09553 5.74369 0.060 0.049 0.044
C 0.14530 -1.45811 5.60303 -0.001 -0.012 -0.042
C 0.23924 -2.03782 4.33641 0.021 -0.013 -0.002
C 0.14826 -1.23306 3.22461 0.012 0.009 0.022
C 0.00056 0.15550 3.33996 -0.052 -0.015 -0.024
C -0.13338 0.95218 2.11211 -0.209 0.240 0.039
O -0.37452 0.34331 0.99340 0.170 -0.141 -0.138
N 0.00575 2.26154 2.19706 0.255 -0.097 -0.010
N -0.08200 2.87215 0.95823 -0.021 -0.126 0.026
C 0.14026 4.14477 0.87546 0.011 0.087 0.074
C 0.04751 4.91645 -0.31556 -0.053 -0.092 -0.106
C 0.38999 6.28752 -0.22217 0.025 -0.036 0.014
C 0.34078 7.11141 -1.30939 -0.002 -0.010 -0.029
C -0.07161 6.58262 -2.54558 -0.028 0.053 0.032
C -0.44313 5.27075 -2.66715 0.047 -0.101 -0.038
C -0.40310 4.39383 -1.56224 0.186 0.128 0.131
O -0.80428 3.16144 -1.75230 -0.173 -0.231 -0.224
H -0.11447 2.51882 3.98029 -0.080 -0.016 -0.004
H -0.06530 0.36950 6.71784 -0.002 -0.012 0.004
H 0.18470 -2.08485 6.48424 0.018 0.021 0.014
H 0.38080 -3.10469 4.23287 -0.048 -0.005 -0.006
H 0.19624 -1.65570 2.23117 -0.056 -0.005 0.005
H 0.42522 4.64960 1.79590 -0.143 0.004 0.037
H 0.69212 6.67597 0.74329 0.025 -0.006 -0.008
H 0.61239 8.15370 -1.22436 -0.002 0.000 0.002
H -0.09939 7.22395 -3.41699 -0.020 0.002 0.003
H -0.76012 4.86331 -3.61759 -0.024 0.002 0.007
Br 2.89411 1.61758 1.99495 0.235 0.084 0.824
C 3.85023 1.63553 0.52316 -1.177 -0.109 -1.218
Br 1.84567 1.50839 -1.42574 -0.073 -0.067 0.491
H 4.20669 0.69644 0.11949 0.211 0.093 0.044
H 4.04160 2.58338 0.03692 0.356 -0.031 0.148
C 1.20248 -3.16442 -0.09340 -0.018 -0.056 0.057
C -0.28429 -3.50651 0.01104 0.064 0.075 -0.099
N -0.80696 -4.16172 -1.18103 0.072 -0.032 0.056
C -0.78266 -5.63256 -1.20936 0.047 -0.035 -0.170
C 0.40152 -6.21277 -1.97279 -0.012 0.065 0.033
C -1.20257 -3.56301 -2.33087 -0.061 -0.042 0.031
O -1.52022 -4.22877 -3.30475 0.004 0.027 -0.007
C -1.35279 -2.05139 -2.47210 -0.010 0.011 -0.023
C -2.10229 -1.65406 -3.58188 -0.008 0.004 -0.001
C -2.30337 -0.31426 -3.85015 0.005 -0.041 0.046
C -1.77271 0.62318 -2.98614 -0.056 -0.022 -0.089
N -1.05274 0.25414 -1.92455 0.044 0.148 -0.128
C -0.82305 -1.04455 -1.68331 0.087 -0.035 -0.022
H 1.52777 -2.58408 0.77243 0.006 0.004 -0.008
H 1.42171 -2.59342 -0.99690 0.013 -0.005 -0.002
H 1.79967 -4.07488 -0.12567 0.011 0.009 -0.022
H -0.88593 -2.62765 0.24107 -0.013 -0.034 0.052
H -0.42953 -4.19686 0.84096 -0.075 0.031 0.014
H -1.70664 -5.96525 -1.67962 -0.020 -0.023 0.055
H -0.77826 -5.97525 -0.17541 -0.026 0.037 0.013
H 0.34636 -5.92892 -3.02151 0.018 -0.005 -0.003
H 0.38219 -7.30078 -1.90969 0.008 0.001 -0.002
H 1.34995 -5.86386 -1.56280 0.010 -0.038 0.009
H -2.50268 -2.42646 -4.22331 0.009 -0.005 -0.004
H -2.86514 0.00451 -4.71592 -0.025 0.013 0.021
H -1.90699 1.68633 -3.13144 0.028 0.005 0.036
H -0.17395 -1.22603 -0.84507 -0.059 0.031 0.030
```
Positions in Å, forces in eV/Å.

---

DFT (the ωB97M-V functional and the def2-TZVPD basis) results for a structure of composition C25H46O3P2SSm.

The HOMO energy (spin up / spin down) is -9.55 / -9.55 eV. Its expectation value of S² is 8.793. Its spin multiplicity is 6. As for the total charge: +1. For the energy, the calculation gives -2944.411259 Ha.

Structure (XYZ):
```
78
Properties=species:S:1:pos:R:3:forces:R:3
Sm -1.24088 0.93099 0.24777 -3.578 -2.940 -2.659
C 0.17147 0.34346 2.18322 1.100 0.992 0.395
C 1.01174 0.69651 1.07647 0.487 0.705 1.688
C -0.28036 2.56217 1.63200 1.327 -0.982 0.131
C -0.64553 1.47846 2.50506 1.408 -0.052 -0.266
C 0.76257 2.06705 0.74942 -0.031 0.250 1.549
C 0.29585 -0.89541 3.00181 -0.306 -0.516 0.079
H 1.12160 -1.52579 2.64577 -0.327 0.176 0.157
H -0.62745 -1.48957 2.96204 0.343 0.143 0.069
H 0.49074 -0.64942 4.05834 -0.043 0.015 -0.370
C -1.68380 1.49796 3.56815 -0.305 0.175 0.128
H -1.26434 1.06684 4.48672 -0.235 0.085 -0.177
H -2.58360 0.92028 3.29950 0.184 0.065 0.136
H -1.99064 2.53033 3.76717 -0.027 -0.289 0.136
C -1.16144 3.73232 1.38147 0.363 0.532 0.415
H -1.61804 4.04496 2.33074 -0.049 0.038 -0.447
H -2.00073 3.53058 0.66820 0.161 0.064 0.069
H -0.56910 4.56873 0.99290 -0.383 -0.104 -0.084
C 1.41826 2.77333 -0.38334 0.140 0.106 -0.341
H 2.20432 3.45477 -0.02553 -0.319 -0.059 -0.065
H 0.69564 3.36112 -0.96493 0.236 0.057 -0.086
H 1.92244 2.05240 -1.04116 -0.210 0.236 0.026
C 2.06610 -0.16477 0.46304 0.051 -0.253 -0.263
H 3.08306 0.22576 0.62789 -0.399 0.021 0.009
H 1.91873 -0.23758 -0.62261 0.155 -0.159 0.032
H 2.02652 -1.17781 0.87548 0.003 0.221 -0.201
C -0.12262 -3.46862 -2.00236 -0.499 0.839 0.929
C 0.92799 -3.34331 -1.17958 -0.208 -0.021 0.207
C 2.37657 -3.22546 -1.52234 0.195 0.395 -0.218
C 2.67461 -2.79873 -2.96381 0.189 -0.451 0.536
C 2.40082 -1.35397 -3.28946 -0.024 0.334 -0.418
C 1.25117 -0.80584 -3.72891 0.089 -0.373 0.702
C -0.12671 -1.30735 -3.37558 -0.784 -0.595 -0.864
C -0.30571 -2.85413 -3.35612 0.029 -0.671 -0.259
H 2.88303 -4.19164 -1.37500 -0.330 0.102 0.198
H 2.14070 -3.49150 -3.62884 0.190 0.411 0.150
H 2.82904 -2.53997 -0.79695 0.279 -0.016 -0.183
H 0.39272 -3.32182 -4.05244 -0.428 0.344 -0.356
H -1.08027 -3.78430 -1.58558 0.437 0.329 0.337
H 0.74046 -3.25909 -0.10361 -0.179 -1.083 -0.176
H -1.33586 -3.11068 -3.66580 0.596 0.191 -0.074
H -0.42121 -0.86042 -2.38693 0.175 -0.415 -0.358
H 1.25560 0.05280 -4.39603 0.170 0.634 0.737
H -0.87832 -0.92078 -4.10741 0.737 0.009 0.716
H 3.73823 -3.00858 -3.15919 -0.260 0.309 0.044
H 3.28521 -0.71602 -3.19239 -0.059 -0.136 -0.887
P -0.95061 -0.87172 -6.39173 -0.154 -0.229 -1.566
P -1.09265 2.00531 -7.06810 -0.400 0.376 -1.687
C -1.32824 -0.56927 -8.21822 0.083 -0.134 0.110
C -1.77384 0.87884 -8.42805 -0.286 0.042 0.529
H -2.12944 -1.26823 -8.51727 0.475 0.169 -0.054
H -0.43090 -0.80237 -8.81685 -0.347 0.174 0.267
H -1.44535 1.26051 -9.41311 -0.247 -0.067 0.470
H -2.87376 0.95716 -8.37158 0.341 -0.017 -0.124
C -1.69192 3.50665 -7.95788 0.054 0.387 0.120
H -1.27393 4.39945 -7.48649 -0.073 0.058 -0.111
H -2.78239 3.56361 -7.88123 0.122 0.018 -0.013
H -1.41098 3.49011 -9.01944 -0.056 0.070 0.238
C 0.61759 2.02302 -7.76620 0.243 0.109 0.392
H 0.61131 2.01523 -8.86326 -0.031 0.024 0.234
H 1.19634 1.17072 -7.40138 0.018 0.018 -0.060
H 1.11132 2.93430 -7.41634 0.090 -0.096 -0.082
C -2.44645 -1.90043 -6.12888 -0.113 -0.121 0.324
H -2.60582 -2.09477 -5.06376 -0.116 -0.128 -0.209
H -2.34950 -2.84201 -6.68428 -0.186 0.153 0.177
H -3.30432 -1.33277 -6.51148 0.128 -0.182 0.138
C 0.38307 -2.11637 -6.60197 0.453 -0.403 0.123
H 0.67773 -2.18299 -7.66081 -0.112 -0.101 0.419
H 0.06909 -3.10785 -6.24359 0.195 0.251 -0.193
H 1.25881 -1.78601 -6.01997 -0.243 -0.335 -0.264
C -2.88336 -2.84488 2.66662 -0.174 0.129 0.271
S -2.69550 -2.50277 0.92289 0.028 -1.372 -0.255
O -1.76612 -3.52579 0.47111 -0.692 1.164 0.311
O -4.00826 -2.45879 0.32108 0.737 0.303 0.318
O -2.04451 -1.09935 0.83662 0.162 0.704 -0.077
H -3.62009 -3.65115 2.76851 0.139 0.263 -0.242
H -3.23380 -1.96738 3.21257 -0.034 -0.050 -0.111
H -1.94015 -3.20538 3.08260 -0.064 0.155 -0.216
```
Positions in Å, forces in eV/Å.

---

DFT (the ωB97M-V functional and the def2-TZVPD basis) results for a structure of composition C8H18BFKO3S.

The HOMO energy is -12.06 eV. As for the total charge: +1. For the energy, the calculation gives -1663.855592 Ha.

Structure (XYZ):
```
33
Properties=species:S:1:pos:R:3:forces:R:3
C 2.97112 0.44355 1.21712 0.756 -0.188 -0.792
C 3.72352 -0.49195 0.15417 -1.686 1.564 -0.247
S 2.52093 -1.73549 -0.55614 0.247 0.048 -0.254
C 1.51532 -0.94407 -1.92507 -0.059 0.447 0.582
C 0.38458 0.03658 -1.35820 1.172 -2.341 -1.315
O -0.84486 -0.36343 -1.95294 0.189 0.890 1.318
C -2.02101 -0.01261 -1.17081 -0.933 0.723 0.163
B -2.01339 1.53555 -0.60481 -0.505 0.763 -0.258
C -1.77932 1.88154 0.97173 0.466 -0.255 0.060
O -2.24877 2.60732 -1.51028 1.067 -2.019 0.729
C -2.37922 -1.05149 -0.05402 -0.082 -1.183 -0.582
F -3.32969 -1.92702 -0.62086 0.387 0.595 0.444
O -1.30010 -1.84757 0.34755 -0.339 1.255 0.273
C -1.25351 -2.02652 1.76617 0.723 -0.989 0.820
H 3.76748 0.98461 1.79204 -0.958 -0.303 -0.286
H 2.33153 1.21438 0.66414 2.928 -2.259 1.893
H 2.34300 -0.20239 1.88343 0.482 0.788 -0.470
H 4.03427 0.16921 -0.69602 0.266 -0.757 0.770
H 4.58601 -0.97586 0.66016 -0.721 0.004 -0.709
H 2.16628 -0.43743 -2.68081 -0.523 -0.475 0.630
H 0.98455 -1.80434 -2.40848 0.558 0.704 0.485
H 0.74420 1.09708 -1.67216 -1.318 -2.570 -1.141
H 0.42293 -0.13942 -0.20477 -0.589 -0.007 -1.982
H -2.88555 -0.03098 -1.89226 0.847 -0.164 0.554
H -1.45077 2.96053 1.19054 -0.390 -1.536 -0.202
H -1.09282 1.08511 1.45361 -1.062 1.304 -0.350
H -2.77920 1.76040 1.47617 0.864 0.104 -0.433
H -1.49165 3.20167 -1.56128 -0.567 0.606 0.093
H -2.86919 -0.62595 0.85167 0.175 0.078 -0.747
H -0.41535 -2.74475 1.96063 -0.787 0.587 -0.245
H -2.19024 -2.48700 2.17552 0.685 0.543 -0.440
H -0.98701 -1.09277 2.32990 -0.440 -0.536 -0.575
K 0.83592 1.96349 -0.02563 -0.856 4.581 2.216
```
Positions in Å, forces in eV/Å.